The following is a DFT calculation (ωB97M-V/def2-TZVPD) of 2 unconnected molecules or ions with the total composition C12H16N2 at a distorted geometry.

Positions of all 30 atoms, in Å:
1 C 0.40345 -1.83248 1.25119
2 C 1.77738 -1.20106 1.40464
3 C 1.67250 0.18228 1.99316
4 C 2.02960 1.39895 1.47760
5 N 1.82012 2.30973 2.47604
6 C 1.40406 1.60850 3.56650
7 N 1.32236 0.33028 3.31532
8 H -0.35204 -1.35509 0.65550
9 H -0.01281 -2.22395 2.17743
10 H 0.52478 -2.76615 0.67404
11 H 2.38119 -1.72018 2.14983
12 H 2.35766 -1.24013 0.50485
13 H 2.18472 1.62817 0.44081
14 H 1.80580 3.31404 2.45237
15 H 0.96319 2.10263 4.41614
16 C -2.60251 -1.74356 -3.83304
17 C -1.89902 -0.79456 -2.92544
18 C -2.56011 0.25583 -2.28924
19 C -1.99719 0.92959 -1.22742
20 C -0.65220 0.73290 -0.89115
21 C 0.03419 -0.19936 -1.63826
22 C -0.60649 -1.08431 -2.50350
23 H -1.96296 -2.31916 -4.50031
24 H -3.42540 -1.32293 -4.41647
25 H -3.12993 -2.52014 -3.25720
26 H -3.61247 0.39511 -2.50001
27 H -2.53553 1.63878 -0.61790
28 H -0.23444 1.20809 -0.02051
29 H 1.00163 -0.52748 -1.34545
30 H -0.11695 -2.01849 -2.74114

The spin multiplicity is 1. The value obtained for the strongest force on any atom is 2.52 eV Å⁻¹. The calculation puts the gap between HOMO and LUMO at 9.45 eV. The HOMO energy comes out at -8.608 eV. The value obtained for the relative energy (zero: lowest compared OMol25 entry of this formula, charge and spin) is 87.2 kJ/mol. For the energy, the calculation gives -576.346762 hartree.

=====

The following is a DFT calculation (ωB97M-V/def2-TZVPD) of a molecular structure, C28H34As2BeF12N6 at a distorted geometry.

Positions of all 83 atoms, in Å:
1 Be 0.11531 0.11503 0.13920
2 As 0.33554 4.31211 0.23175
3 F 2.05846 4.33178 -0.03845
4 F 0.01544 4.34470 -1.50328
5 F -1.40806 4.26669 0.55636
6 F 0.58979 4.17213 1.97674
7 F 0.30912 6.05176 0.19136
8 F 0.37800 2.53095 0.22978
9 As 1.54262 -2.85183 2.62486
10 F 2.35941 -4.08826 3.55337
11 F 0.16168 -2.92795 3.71789
12 F 0.65493 -1.58264 1.74198
13 F 2.86460 -2.74922 1.49828
14 F 0.71833 -4.01917 1.60385
15 F 2.27335 -1.60159 3.64263
16 N -0.97872 0.51479 2.29066
17 C -2.27297 0.89300 2.22499
18 C -3.12064 0.98530 3.32171
19 C -2.60539 0.77050 4.59801
20 C -1.26983 0.38900 4.68666
21 C -0.51751 0.24189 3.52754
22 H -2.67704 1.23291 1.28221
23 H -4.16051 1.26240 3.22231
24 H -3.19743 0.84115 5.49937
25 H -0.88949 0.14200 5.66710
26 H 0.46230 -0.20692 3.61309
27 N 1.25099 0.68655 -2.01749
28 C 0.97352 0.11500 -3.20419
29 C 1.56075 0.49739 -4.40591
30 C 2.56810 1.44577 -4.41054
31 C 2.82002 2.09160 -3.21236
32 C 2.14605 1.68138 -2.06928
33 H 0.27913 -0.71331 -3.25721
34 H 1.31155 -0.04804 -5.30596
35 H 3.02629 1.81458 -5.31784
36 H 3.48664 2.94187 -3.21049
37 H 2.35875 2.09419 -1.09239
38 N -1.50216 -1.67775 -0.27685
39 C -1.71812 -2.79906 0.46440
40 C -2.60795 -3.78346 0.12945
41 C -3.23585 -3.75589 -1.10722
42 C -2.90119 -2.72544 -1.94573
43 C -2.10492 -1.68477 -1.46176
44 H -1.26040 -2.87799 1.43901
45 H -2.77148 -4.59266 0.82745
46 H -3.93098 -4.50635 -1.45939
47 H -3.23470 -2.68951 -2.97355
48 H -2.01757 -0.82061 -2.10951
49 N 2.48715 0.68644 0.94018
50 C 3.58810 0.07083 0.50182
51 C 4.86954 0.57586 0.73579
52 C 5.01894 1.71358 1.53348
53 C 3.88537 2.32952 2.04266
54 C 2.66979 1.75581 1.72443
55 H 3.47976 -0.78891 -0.14426
56 H 5.71377 0.07649 0.28321
57 H 6.00409 2.11580 1.72810
58 H 3.92365 3.25189 2.60179
59 H 1.74943 2.23636 2.02394
60 C -5.41587 4.85538 -0.91568
61 C -4.68839 3.52372 -0.71536
62 C -3.34217 3.53222 -1.46730
63 C -2.49559 2.38049 -1.19224
64 N -1.89082 1.44000 -0.93966
65 H -6.28197 4.76937 -0.25878
66 H -5.66113 5.07989 -1.95182
67 H -4.80263 5.66612 -0.52206
68 H -5.25457 2.61018 -0.90419
69 H -4.48133 3.41552 0.35357
70 H -2.80683 4.45827 -1.26176
71 H -3.56298 3.54618 -2.53772
72 C 0.69438 -5.75902 -1.68913
73 C 2.00297 -5.39496 -1.01784
74 C 2.76711 -4.12639 -1.36380
75 C 1.97044 -2.91082 -1.13032
76 N 1.35064 -1.96515 -0.94866
77 H -0.07909 -5.00782 -1.50320
78 H 0.23947 -6.67737 -1.32480
79 H 0.86510 -5.75886 -2.76880
80 H 2.71760 -6.22276 -1.00098
81 H 1.80130 -5.36922 0.05830
82 H 3.10582 -4.11842 -2.40103
83 H 3.62120 -4.05424 -0.69048

The spin multiplicity is 1. The value obtained for the strongest force on any atom is 2.38 eV Å⁻¹. The calculation puts the gap between HOMO and LUMO at 9.74 eV. The HOMO energy comes out at -9.616 eV. For the energy, the calculation gives -7100.845092 hartree.

=====

The following is a DFT calculation (ωB97M-V/def2-TZVPD) of a molecular structure, C32H28N6O10 at a distorted geometry.

Positions of all 76 atoms, in Å:
1 C -0.13892 -1.28308 -0.01464
2 C 0.03326 0.11521 -0.38555
3 N 0.14251 1.23549 -0.64926
4 H -0.80535 -1.74337 -0.74410
5 H -0.64559 -1.21794 0.94825
6 H 0.84666 -1.72826 0.12152
7 C 2.20750 1.04168 0.41094
8 C 3.46362 0.57796 0.68841
9 C 3.99596 0.79522 1.96591
10 C 3.22392 1.36417 2.96377
11 C 1.91991 1.77010 2.65289
12 C 1.39856 1.62446 1.38184
13 N 3.79158 1.52574 4.25526
14 O 4.99637 1.78339 4.33275
15 O 3.06707 1.50352 5.23952
16 H 1.78449 0.90215 -0.57292
17 H 4.08244 0.06515 -0.03305
18 H 5.00484 0.48086 2.18888
19 H 1.42507 2.26680 3.47437
20 H 0.43530 1.99670 1.06566
21 C 1.55784 3.00238 -1.04392
22 C 1.01123 2.59861 -2.29125
23 C 1.28557 3.31359 -3.45774
24 C 2.11426 4.44899 -3.33103
25 C 2.67743 4.84037 -2.09538
26 C 2.33244 4.11731 -0.93614
27 N 2.51134 5.32188 -4.45881
28 O 3.46807 6.10314 -4.40847
29 O 1.78144 5.09357 -5.48037
30 H 1.16134 2.53921 -0.15248
31 H 0.44602 1.68602 -2.17240
32 H 0.86799 3.09649 -4.42980
33 H 3.31773 5.70227 -1.97902
34 H 2.58704 4.33952 0.08963
35 C -0.10491 -7.41874 -0.18750
36 C -0.19819 -6.26053 -0.96658
37 C -0.49609 -5.05430 -0.38754
38 C -0.60486 -4.91033 0.94783
39 C -0.43336 -6.03461 1.79971
40 C -0.18163 -7.29453 1.20292
41 N -0.77191 -3.52289 1.48998
42 O -0.74168 -3.38163 2.69852
43 O -1.02965 -2.62917 0.73095
44 H 0.09241 -8.36277 -0.67356
45 H 0.04931 -6.44994 -2.00064
46 H -0.78853 -4.27327 -1.07373
47 H -0.67818 -5.99488 2.85086
48 H -0.00196 -8.14804 1.83983
49 C -1.58094 3.08077 3.70646
50 C -1.15749 1.73286 3.55901
51 C -1.65848 0.97544 2.53831
52 C -2.51491 1.45409 1.56182
53 C -2.89094 2.85923 1.65394
54 C -2.43571 3.57084 2.76922
55 N -2.96632 0.57768 0.36837
56 O -3.95287 0.88438 -0.29798
57 O -2.21768 -0.41360 0.11729
58 H -1.33816 3.71172 4.54870
59 H -0.43644 1.42268 4.30082
60 H -1.37691 -0.06668 2.50525
61 H -3.52891 3.31215 0.90945
62 H -2.80130 4.58474 2.83814
63 C -2.00785 -2.99699 -1.55903
64 C -1.46433 -2.66104 -2.80195
65 C -1.54645 -1.41517 -3.34254
66 C -2.26529 -0.45076 -2.64835
67 C -2.87883 -0.74582 -1.42600
68 C -2.70663 -2.01124 -0.83751
69 N -2.45299 0.86902 -3.27263
70 O -1.57352 1.22683 -3.99540
71 O -3.47670 1.51736 -3.04445
72 H -1.84051 -3.95960 -1.09885
73 H -0.93581 -3.39246 -3.39531
74 H -1.01280 -1.13013 -4.23717
75 H -3.32692 0.12828 -0.97703
76 H -3.11400 -2.20825 0.14312

The spin multiplicity is 1. The value obtained for the strongest force on any atom is 10.40 eV Å⁻¹. The calculation puts the gap between HOMO and LUMO at 5.69 eV. The HOMO energy comes out at -7.985 eV. The value obtained for the relative energy (zero: lowest compared OMol25 entry of this formula, charge and spin) is 1761.5 kJ/mol. For the energy, the calculation gives -2315.960652 hartree.

=====

The following is a DFT calculation (ωB97M-V/def2-TZVPD) of a molecular structure, C29H19F3N4RuS at a distorted geometry.

Positions of all 57 atoms, in Å:
1 Ru 0.68381 -0.13940 -0.22499
2 C -0.59350 -3.38397 -2.91811
3 C -0.30871 -2.13567 -2.43951
4 N 0.23708 -1.96927 -1.21845
5 C 0.28594 -3.06082 -0.39143
6 C -0.11722 -4.38088 -0.77039
7 C -0.59032 -4.47675 -2.07981
8 C 0.28123 -5.46719 0.07325
9 C 0.85686 -5.23983 1.31008
10 C 1.20189 -3.92451 1.78325
11 C 1.67317 -3.61032 3.06177
12 C 1.73421 -2.27517 3.46642
13 C 1.58040 -1.29302 2.47379
14 N 1.06772 -1.54411 1.25022
15 C 0.91449 -2.85677 0.85373
16 H -0.72971 -3.43635 -3.97750
17 H -0.52417 -1.20518 -2.97952
18 H -0.95592 -5.39064 -2.52049
19 H -0.04212 -6.44954 -0.18266
20 H 1.19603 -6.10458 1.82865
21 H 2.03015 -4.43167 3.69099
22 H 1.97212 -2.00159 4.47636
23 H 1.75352 -0.25180 2.82403
24 C -3.57227 -0.09022 0.79116
25 C -3.53577 0.54751 2.04541
26 C -2.37192 1.23931 2.36374
27 C -1.31077 1.13604 1.48686
28 N -1.31011 0.38840 0.38726
29 C -2.42975 -0.23163 -0.01325
30 C -0.02636 1.84917 1.71688
31 C 0.11589 2.81751 2.71847
32 C 1.35370 3.40961 2.85508
33 C 2.40903 3.08925 1.97872
34 C 2.23391 2.12260 0.98145
35 C 1.03802 1.43028 0.88418
36 H -4.46970 -0.65024 0.51116
37 H -4.49842 0.71383 2.60096
38 H -2.33135 1.62963 3.35870
39 H -2.44719 -0.85914 -0.92483
40 H -0.70504 2.98565 3.41081
41 H 1.49999 4.18905 3.63930
42 H 3.31028 3.70482 2.03312
43 H 3.11384 1.89966 0.31202
44 F 1.91537 5.01753 -2.94741
45 C 1.63878 4.00005 -2.05717
46 F 2.78049 3.33748 -1.90271
47 F 1.25088 4.66627 -0.88977
48 C 0.45062 3.23765 -2.58979
49 C -0.58763 3.99501 -3.09468
50 C -1.57927 3.36244 -3.78273
51 C -1.58024 1.96002 -3.81753
52 N -0.66637 1.22110 -3.20137
53 C 0.41870 1.80684 -2.64873
54 S 1.66145 0.76331 -1.93164
55 H -0.59701 5.05072 -2.97253
56 H -2.36717 3.84222 -4.30503
57 H -2.41154 1.44731 -4.38578

The spin multiplicity is 5. The value obtained for the strongest force on any atom is 2.92 eV Å⁻¹. The calculation puts the gap between HOMO and LUMO (spin up / spin down) at 7.83 / 5.99 eV. Its expectation value of S² is 6.040. The HOMO energy (spin up / spin down) comes out at -14.463 / -14.460 eV. Its charge is +2. The value obtained for the relative energy (zero: lowest compared OMol25 entry of this formula, charge and spin) is 89.0 kJ/mol. For the energy, the calculation gives -2127.628940 hartree.

=====

The following is a DFT calculation (ωB97M-V/def2-TZVPD) of a molecular structure, C20H33ClNO3PtS6SbSi at a distorted geometry.

Positions of all 67 atoms, in Å:
1 Pt 1.03432 -1.19361 -2.06169
2 S 1.79712 -7.06721 -1.73889
3 Sb 3.66382 -5.96301 -0.91679
4 S 3.00542 -3.18721 -1.64169
5 S 2.96252 -1.43891 -0.70269
6 S 3.76202 -6.84031 1.23611
7 C -0.77138 2.43399 -0.50429
8 C -0.78268 0.96619 -0.92849
9 C 0.31162 1.79289 -3.03289
10 C -2.18228 0.37239 -0.75569
11 O 0.13822 0.20759 -0.18249
12 Si 0.42722 0.20099 1.43821
13 S 1.40712 -1.57031 1.82871
14 O 1.18732 1.58889 1.92041
15 C 2.53772 1.99159 1.90311
16 C 3.38442 1.08559 2.80161
17 C 3.09372 1.96969 0.47911
18 C 2.54522 3.43029 2.44351
19 O -1.05278 0.42139 2.10121
20 C -1.41128 0.56469 3.44811
21 C -1.63868 2.05529 3.73091
22 C -2.71518 -0.21541 3.65151
23 C -0.33988 0.03249 4.39521
24 H -1.41398 3.01249 -1.16839
25 H 0.24152 2.82829 -0.54459
26 H -1.13138 2.50519 0.51931
27 H 0.35302 3.07059 -4.71649
28 H -1.22918 0.60579 -2.90079
29 H 1.31122 2.03069 -2.69129
30 H -2.91428 0.95909 -1.30369
31 H -2.43268 0.36339 0.30091
32 H -2.19048 -0.65301 -1.12799
33 H 3.33102 0.06199 2.44021
34 H 3.00362 1.10129 3.82101
35 H 4.42122 1.41359 2.80181
36 H 2.99042 0.97069 0.06561
37 H 4.14672 2.24349 0.47241
38 H 2.54142 2.66279 -0.15139
39 H 2.19612 3.44189 3.47381
40 H 1.87092 4.04479 1.85121
41 H 3.54722 3.85049 2.39831
42 H -2.43578 2.43679 3.09721
43 H -0.72468 2.59859 3.50641
44 H -1.90948 2.20959 4.77401
45 H -3.47958 0.15419 2.97211
46 H -3.06458 -0.10581 4.67591
47 H -2.54688 -1.26761 3.43831
48 H 0.56382 0.62549 4.29361
49 H -0.09078 -0.99281 4.13831
50 H -0.69158 0.07599 5.42451
51 Cl -4.98518 -3.30901 -2.54699
52 C -3.32018 -2.96861 -2.92359
53 C -2.31458 -3.75981 -2.38199
54 C -1.00168 -3.49591 -2.69859
55 C -0.65128 -2.42411 -3.56009
56 C 0.72842 -2.16661 -3.91399
57 C -1.71508 -1.66321 -4.10459
58 C -3.02778 -1.92091 -3.78549
59 H -2.56168 -4.57861 -1.72269
60 H -0.21938 -4.13591 -2.31149
61 H 0.85792 -1.50731 -4.77499
62 H 1.36512 -3.05121 -3.95489
63 H -1.48548 -0.86581 -4.79659
64 H -3.82588 -1.33361 -4.21679
65 S -1.84708 2.11729 -4.62699
66 C -0.23028 2.38339 -4.11589
67 N -0.39238 0.79429 -2.33669

The spin multiplicity is 5. The value obtained for the strongest force on any atom is 2.31 eV Å⁻¹. The calculation puts the gap between HOMO and LUMO (spin up / spin down) at 5.13 / 3.14 eV. Its expectation value of S² is 6.060. The HOMO energy (spin up / spin down) comes out at -1.501 / -1.567 eV. Its charge is -2. The value obtained for the relative energy (zero: lowest compared OMol25 entry of this formula, charge and spin) is 227.9 kJ/mol. For the energy, the calculation gives -4560.927098 hartree.